{
  "formula": "C5H5P",
  "method": "ωB97M-V/def2-TZVPD",
  "fmax_ha_per_bohr": 0.0932,
  "homo_ev": -8.562,
  "lumo_ev": 0.4,
  "charge": 0,
  "molar_mass_g_mol": 96.07,
  "spin_multiplicity": 1,
  "total_energy_ha": -534.69504,
  "orbital_gap_ev": 9.005,
  "elements": ["C", "C", "C", "C", "C", "P", "H", "H", "H", "H", "H"],
  "xyz": [[-1.4357, 1.1565, -0.0117], [0.0123, 0.8743, 0.0390], [0.3899, -0.3516, -0.6894], [0.3949, -0.3736, 0.7585], [-0.7334, -1.1064, -0.0189], [-2.4189, -0.2327, -0.0385], [-1.7456, 2.1062, 0.1211], [0.6273, 1.6838, 0.0247], [1.0650, -0.6214, -1.3916], [0.9729, -0.7846, 1.5651], [-0.7607, -2.5415, -0.1103]],
  "lowdin_charge": [-0.363, -0.294, -0.189, -0.146, -0.433, 0.927, -0.007, 0.101, 0.095, 0.123, 0.185]
}